Model 1:
# C5H13NO2

A 3-piece molecular cluster, C5H13NO2 overall (the ωB97M-V functional and the def2-TZVPD basis, the OMol25 dataset).

Results
HOMO-LUMO gap   5.523 eV

The geometry in ORCA input format:
```
! wB97M-V def2-TZVPD RIJCOSX def2/J DEFGRID3
* xyz 0 1
C 4.227 -0.447 -0.089
O -1.458 0.151 -1.255
C -0.636 0.688 -0.380
O -3.335 -0.418 0.227
C 1.662 1.087 -0.529
H -1.671 -1.072 2.013
H 3.821 0.465 -0.518
H -4.221 -0.101 0.027
N -0.404 0.294 0.981
H -0.741 1.772 -0.437
H -0.115 -1.672 1.768
H 3.428 -1.027 0.372
H 1.984 1.724 0.297
H -2.407 0.062 -0.655
C 0.761 0.097 -0.186
H 4.586 -1.026 -0.942
H 5.016 -0.380 0.649
H -1.306 -1.609 0.442
H 1.596 1.668 -1.448
H 0.712 -0.931 -0.530
C -0.873 -1.047 1.272
*
```

=====

Model 2:
# C5H13NO2

A 2-piece molecular cluster, C5H13NO2 overall (the ωB97M-V functional and the def2-TZVPD basis, the OMol25 dataset).

Results
HOMO-LUMO gap   10.027 eV

The geometry in ORCA input format:
```
! wB97M-V def2-TZVPD RIJCOSX def2/J DEFGRID3
* xyz 0 1
C 0.783 -1.978 0.163
H -0.479 1.704 -0.666
H -0.110 2.081 1.329
C -0.716 0.088 0.681
C -0.747 1.260 1.725
H 1.875 0.389 -1.606
H 3.012 -0.326 -0.947
H 0.236 -1.056 2.127
H -1.684 -0.385 0.795
H -0.458 0.864 2.678
H 1.757 -2.487 0.390
C 0.486 -0.794 1.070
O 2.837 0.282 -1.672
H -0.868 0.077 -2.721
C -1.363 0.180 -1.764
H -1.759 1.682 1.832
H -2.244 0.826 -1.566
H -1.791 -0.693 -1.303
O 0.241 -2.176 -0.882
N -0.417 0.700 -0.692
H 1.411 -0.237 1.027
*
```

=====

Relative stability in kcal/mol, measured from the most stable structure: model 1 133.0; model 2 0.0

=====

Model 1:
# C5H13NO2

A 3-piece molecular cluster, C5H13NO2 overall (the ωB97M-V functional and the def2-TZVPD basis, the OMol25 dataset).

Results
HOMO-LUMO gap   4.257 eV

The geometry in ORCA input format:
```
! wB97M-V def2-TZVPD RIJCOSX def2/J DEFGRID3
* xyz 0 1
C -0.143 1.252 0.614
H -0.754 -2.197 -0.590
H 1.665 -2.917 -3.203
H 1.104 1.991 2.733
H 0.725 3.699 2.380
H -1.742 1.376 -0.808
H 0.616 -0.596 -0.949
H -0.430 -0.208 -2.293
C 0.287 2.700 2.534
H 1.308 -3.727 -0.066
H -1.389 2.869 1.106
C -0.826 0.843 -0.508
N -1.366 -1.424 -0.849
H 1.154 -2.633 -1.616
C -0.421 -0.334 -1.218
H -0.308 2.770 3.445
H -1.865 -1.206 0.022
H 0.758 0.703 0.889
O 1.383 -2.217 -2.619
O 0.736 -3.035 -0.385
C -0.493 2.290 1.380
*
```

=====

Model 2:
# C5H13NO2

A 3-piece molecular cluster, C5H13NO2 overall (the ωB97M-V functional and the def2-TZVPD basis, the OMol25 dataset).

Results
HOMO-LUMO gap   8.579 eV

The geometry in ORCA input format:
```
! wB97M-V def2-TZVPD RIJCOSX def2/J DEFGRID3
* xyz 0 1
H -1.195 2.868 -1.875
H 0.134 -0.266 4.616
N -0.017 0.186 -0.256
H 0.261 1.236 4.392
C -0.069 1.342 -1.011
H -1.827 -0.616 -0.966
H -0.811 -1.750 -0.151
C 1.965 2.684 -0.745
H -2.181 1.590 -0.981
H -1.776 -0.498 0.732
H 1.636 3.196 0.150
H -0.452 -5.669 -1.546
H 1.708 1.298 -2.305
O -0.549 -5.501 -0.598
H -0.344 -6.340 -0.173
C -1.220 1.945 -1.302
C 1.286 1.784 -1.437
H 0.876 -0.229 -0.052
C -1.131 -0.716 -0.122
O 0.758 0.473 4.704
H 2.949 2.983 -1.073
*
```

=====

Model 3:
# C5H13NO2

A 2-piece molecular cluster, C5H13NO2 overall (the ωB97M-V functional and the def2-TZVPD basis, the OMol25 dataset).

Results
HOMO-LUMO gap   9.223 eV

The geometry in ORCA input format:
```
! wB97M-V def2-TZVPD RIJCOSX def2/J DEFGRID3
* xyz 0 1
H 2.162 0.100 -2.065
H -2.361 1.719 0.837
C 2.196 0.317 -0.999
N -1.607 1.233 0.356
H -0.903 0.760 0.974
H 3.239 0.386 -0.694
H -1.220 1.567 -1.456
H -2.933 -2.056 -0.009
C -2.209 -0.217 -0.592
C 1.473 -0.770 -0.211
C -2.501 -1.128 0.323
H 0.929 -1.237 1.836
H 1.935 -1.738 -0.419
O -1.987 0.052 -1.743
H 0.433 -0.827 -0.541
O -1.022 2.054 -0.599
H -2.573 -0.924 1.373
C 1.524 -0.506 1.291
H 1.730 1.288 -0.836
H 1.148 0.493 1.519
H 2.548 -0.566 1.656
*
```

=====

Model 4:
# C5H13NO2

A 3-piece molecular cluster, C5H13NO2 overall (the ωB97M-V functional and the def2-TZVPD basis, the OMol25 dataset).

Results
HOMO-LUMO gap   8.603 eV

The geometry in ORCA input format:
```
! wB97M-V def2-TZVPD RIJCOSX def2/J DEFGRID3
* xyz 0 1
O 3.823 -2.447 4.288
C -0.386 0.154 -0.066
C 1.071 0.322 -0.148
C -1.051 -0.129 1.047
H 4.162 -1.574 4.501
O -4.731 0.895 -2.411
C 1.482 1.354 -1.222
H -0.856 -0.016 -1.061
H 1.658 -0.666 -0.289
H -3.987 0.375 -2.836
H -5.484 0.624 -2.960
H 3.066 0.222 -2.299
H 1.649 0.504 0.790
H -2.879 -0.476 0.253
N -2.425 -0.450 1.142
H -2.946 -0.975 1.799
H -0.539 -0.355 1.970
H 0.930 2.299 -1.238
H 2.243 1.690 -3.098
C 2.301 1.029 -2.212
H 2.899 -2.379 4.051
*
```

=====

Relative stability in kcal/mol, measured from the most stable structure: model 1 72.5; model 2 0.0; model 3 26.6; model 4 16.9

=====

Model 1:
# C5H13NO2

A 2-piece molecular cluster, C5H13NO2 overall (the ωB97M-V functional and the def2-TZVPD basis, the OMol25 dataset).

Results
HOMO-LUMO gap   9.198 eV

The geometry in ORCA input format:
```
! wB97M-V def2-TZVPD RIJCOSX def2/J DEFGRID3
* xyz 0 1
H 1.777 0.743 1.525
H -0.107 2.637 1.747
C -0.956 -1.645 -0.217
H 1.535 -0.007 -2.783
H -0.588 -1.107 -2.329
C -0.488 2.051 0.901
C -0.425 0.466 1.189
H -1.445 2.342 0.479
H 0.990 -0.803 2.179
H 0.227 2.233 0.110
H 0.289 0.045 -0.744
O -1.554 -2.369 0.585
H 0.839 0.749 3.086
C -0.934 -1.956 -1.711
H -1.304 0.283 1.811
N -0.322 -0.382 -0.015
H 2.323 1.123 -1.927
C 0.935 0.276 2.079
H -0.450 -2.874 -2.059
H -1.954 -2.215 -2.035
O 1.612 0.411 -1.872
*
```

=====

Model 2:
# C5H13NO2

A 2-piece molecular cluster, C5H13NO2 overall (the ωB97M-V functional and the def2-TZVPD basis, the OMol25 dataset).

Results
HOMO-LUMO gap   10.522 eV

The geometry in ORCA input format:
```
! wB97M-V def2-TZVPD RIJCOSX def2/J DEFGRID3
* xyz 0 1
H 0.003 -1.710 -0.064
C -2.452 0.394 0.878
H 1.956 0.718 -1.202
H -0.338 -1.179 1.601
C 0.614 0.279 0.303
C 1.788 0.267 1.258
O -1.310 -0.686 -2.938
H -3.511 0.494 0.694
H -1.157 0.116 -2.413
H -2.024 1.109 1.566
C -1.792 -0.541 0.199
H -0.396 -0.999 -3.043
H -2.335 -1.170 -0.487
H 0.099 1.234 0.395
H 2.351 2.086 0.764
H 1.468 0.425 2.281
C -0.349 -0.881 0.549
H 2.304 -0.695 1.217
H 1.227 -0.733 -1.370
N 1.073 0.235 -1.106
O 2.781 1.237 0.917
*
```

=====

Relative stability in kcal/mol, measured from the most stable structure: model 1 0.0; model 2 16.0